Record 1
DFT (ωB97M-V/def2-TZVPD) results for an isolated molecule of C4H5F3O in a non-equilibrium geometry.

Structure (XYZ):
```
13
Properties=species:S:1:pos:R:3:forces:R:3
C 0.31854 0.48709 1.24468 0.46 -0.67 -2.93
C -0.89590 0.15133 0.38428 1.57 -0.70 -1.41
C 0.99552 -0.83518 1.11367 -1.55 -0.56 -0.03
C -0.59445 0.28937 -1.12835 -4.20 -4.02 0.75
O 0.25019 1.18475 -1.41112 2.74 3.00 -1.42
F 0.64336 -1.80461 2.00017 0.19 0.66 0.01
F -1.86512 0.38765 -1.80822 1.34 0.79 0.75
F -0.22212 -0.97511 -1.66529 0.49 0.63 0.21
H 0.92288 1.23810 0.70786 -0.39 -0.22 0.49
H 0.18844 0.73958 2.22156 -0.66 0.77 2.67
H -1.54172 -0.73786 0.47794 0.30 0.67 0.67
H 1.10948 -1.30303 0.15309 0.58 0.09 -0.40
H 0.69090 1.17789 -2.29029 -0.88 -0.43 0.62
```
Forces are in eV/Å.

Its energy above the lowest of the compared OMol25 structures with the same formula, charge and spin is 59.16 kcal/mol. As for the largest force on an atom: 5.9 eV/A. The value obtained for the HOMO energy (spin up / spin down) is -8.669 / -9.090 eV. The calculation puts the gap between HOMO and LUMO (spin up / spin down) at 8.34 / 9.22 eV. The electronic energy comes out at -530.12658 Eh. The charge is 0. The lowest unoccupied orbital energy (spin up / spin down) is -0.334 / 0.134 eV.

Record 2
DFT (ωB97M-V/def2-TZVPD) results for an isolated molecule of C21H27NO3.

Structure (XYZ):
```
52
Properties=species:S:1:pos:R:3:forces:R:3
C -2.58618 -3.98956 -0.42198 0.05 0.20 -0.16
H -2.00259 -3.93338 0.49485 0.07 -0.06 0.12
C -2.66282 -2.62427 -1.09283 -0.17 -0.01 0.32
C -3.30544 -1.58385 -0.17949 0.09 -0.08 -0.19
N -3.38216 -0.30483 -0.85926 0.22 0.00 -0.21
H -2.45407 -0.01600 -1.15222 -0.13 -0.05 -0.03
C -4.02993 0.75249 -0.12431 0.09 0.10 0.29
C -3.24519 1.36646 1.05831 0.30 -0.31 -0.50
O -4.07634 2.19093 1.84041 -0.14 0.36 0.07
H -4.51944 2.82445 1.26354 -0.03 -0.03 0.03
C -2.01658 2.16125 0.58043 -0.42 0.23 0.47
O -1.03070 1.24971 0.14973 0.26 -0.19 -0.13
C 0.09794 1.72725 -0.44922 0.33 -0.10 -0.22
C 0.39913 3.07803 -0.57848 -0.27 0.02 0.24
C 1.54391 3.48009 -1.24657 0.09 -0.07 -0.05
C 2.38974 2.54806 -1.81894 0.05 0.09 -0.06
C 2.09563 1.20306 -1.69655 -0.23 0.00 0.04
C 0.97568 0.77601 -0.99453 -0.13 0.40 -0.29
C 0.77186 -0.69159 -0.85814 -0.25 -0.26 0.26
O 0.87222 -1.43270 -1.80840 0.08 0.04 -0.05
C 0.49537 -1.21554 0.53384 -0.05 -0.20 0.09
H 0.63797 -2.29751 0.50890 -0.03 0.04 -0.07
H -0.55103 -1.01454 0.76819 -0.03 -0.08 0.00
C 1.38515 -0.56696 1.60324 -0.06 -0.07 -0.05
C 2.82819 -0.52710 1.17953 0.06 0.07 0.20
C 3.50845 -1.69896 0.87138 -0.02 0.03 0.00
C 4.82371 -1.66001 0.44656 0.07 -0.10 -0.04
C 5.48093 -0.44713 0.32796 0.10 0.02 -0.04
C 4.81625 0.72465 0.64346 0.06 0.07 0.01
C 3.49917 0.68303 1.06545 0.05 -0.05 0.12
H 2.98519 1.60371 1.30489 -0.10 0.09 -0.01
H 5.32166 1.67546 0.55706 0.05 0.08 -0.01
H 6.50721 -0.41646 -0.00708 0.08 0.00 -0.02
H 5.33752 -2.57914 0.20575 0.04 -0.07 -0.02
H 3.00585 -2.65061 0.96300 -0.08 -0.12 -0.01
H 1.03982 0.44812 1.80456 0.00 -0.02 0.07
H 1.28719 -1.14279 2.52786 -0.06 0.09 -0.01
H 2.74264 0.45408 -2.12709 0.07 -0.09 -0.02
H 3.27177 2.86473 -2.35283 0.09 0.03 -0.05
H 1.76388 4.53453 -1.32363 0.01 0.09 -0.01
H -0.24967 3.82751 -0.15323 -0.09 0.03 0.02
H -2.30653 2.83288 -0.24124 0.05 -0.04 0.05
H -1.64578 2.76553 1.42050 -0.03 -0.05 -0.14
H -2.90501 0.57609 1.73449 0.03 0.03 -0.10
H -4.97444 0.36259 0.26856 0.02 0.11 -0.02
H -4.26352 1.55657 -0.83466 -0.09 0.07 0.12
H -2.74302 -1.53734 0.77002 -0.08 -0.06 -0.01
H -4.32924 -1.88860 0.06169 0.04 -0.04 0.07
H -3.25030 -2.69160 -2.00921 0.03 0.07 -0.06
H -1.65883 -2.29572 -1.36821 0.04 0.04 -0.07
H -2.11394 -4.71000 -1.08460 0.04 -0.14 0.00
H -3.58129 -4.35109 -0.17149 -0.09 -0.09 0.05
```
Forces are in eV/Å.

Its energy above the lowest of the compared OMol25 structures with the same formula, charge and spin is 69.01 kcal/mol. As for the largest force on an atom: 0.7 eV/A. The SMILES is CCCNC[C@H](O)COc1ccccc1C(=O)CCc1ccccc1. The value obtained for the HOMO energy is -8.670 eV. The calculation puts the gap between HOMO and LUMO at 9.20 eV. The electronic energy comes out at -1096.87675 Eh. The charge is 0. The lowest unoccupied orbital energy is 0.533 eV.

Record 3
DFT (ωB97M-V/def2-TZVPD) results for a structure of composition CH7O2 in a non-equilibrium geometry.

Structure (XYZ):
```
10
Properties=species:S:1:pos:R:3:forces:R:3
O 0.52429 -0.25444 -1.65684 -0.38 -0.20 -0.28
H 0.05039 -0.60854 -2.42886 0.03 0.09 0.38
H 1.36056 0.09496 -1.95635 0.54 0.21 -0.02
H 0.04843 -0.33290 -0.44540 -0.47 -1.13 -0.48
C -0.04554 0.68901 1.41616 0.02 0.13 -0.91
O -0.56622 -0.36935 0.46591 0.65 2.25 1.84
H -0.73711 0.68111 2.24941 0.06 0.32 0.05
H -0.04924 1.60588 0.83249 -0.30 0.11 0.29
H 0.98070 0.48512 1.71621 -0.16 -0.41 0.03
H -0.97492 -0.97026 1.09226 0.01 -1.35 -0.89
```
Forces are in eV/Å.

Its energy above the lowest of the compared OMol25 structures with the same formula, charge and spin is 9.51 kcal/mol. As for the largest force on an atom: 3.0 eV/A. The value obtained for the HOMO energy is -17.743 eV. The calculation puts the gap between HOMO and LUMO at 13.94 eV. The electronic energy comes out at -192.47176 Eh. The charge is +1. The lowest unoccupied orbital energy is -3.802 eV.